Entry 1:
The following is a quantum chemistry calculation of a cluster of 6 separate species, C13H40ClO21P4 in total in a non-equilibrium geometry, from the OMol25 dataset.

DFT total energy ... -106805.299 eV
Charge ... -1
Gap between HOMO and LUMO ... 8.53 eV
ΔE to the lowest compared entry with this formula, charge and spin ... 77.1 kcal per mole
Multiplicity ... 1

Cartesian coordinates (Å):
Cl1 -0.664 -0.596 1.065
O1 0.482 -1.433 0.812
O2 -0.605 -0.650 2.525
O3 -0.308 0.641 0.534
O4 -1.947 -1.022 0.456
C1 0.839 -4.962 2.729
O5 0.045 -6.099 3.121
P1 -1.543 -6.120 2.904
O6 -2.119 -7.419 3.242
O7 -2.055 -4.868 3.890
C2 -3.293 -4.972 4.568
O8 -1.759 -5.657 1.340
C3 -1.809 -4.332 0.898
H1 1.487 -4.692 3.562
H2 0.310 -4.010 2.713
H3 1.478 -5.050 1.850
H4 -3.221 -5.027 5.654
H5 -3.819 -5.769 4.042
H6 -3.802 -4.038 4.333
H7 -2.523 -4.271 0.076
H8 -0.822 -3.971 0.610
H9 -2.316 -3.722 1.646
C4 0.956 0.891 -2.683
O9 1.795 1.500 -3.581
P2 2.766 0.428 -4.394
O10 3.825 -0.206 -3.566
O11 1.788 -0.686 -5.063
C5 0.671 -0.304 -5.795
O12 3.366 1.234 -5.672
C6 3.661 0.436 -6.827
H10 0.773 -0.183 -2.718
H11 -0.066 1.267 -2.725
H12 1.334 1.110 -1.684
H13 0.958 -0.389 -6.844
H14 0.181 0.642 -5.565
H15 -0.164 -0.966 -5.566
H16 3.590 -0.633 -6.626
H17 4.714 0.665 -6.987
H18 3.030 0.901 -7.585
C7 -4.801 1.935 -5.732
O13 -4.320 1.998 -4.386
P3 -4.919 1.058 -3.215
O14 -6.402 0.902 -3.282
O15 -4.146 -0.352 -3.243
C8 -2.754 -0.357 -3.611
O16 -4.272 1.884 -1.908
C9 -4.240 1.265 -0.618
H19 -5.695 2.559 -5.762
H20 -5.150 0.922 -5.931
H21 -4.100 2.062 -6.557
H22 -2.311 0.626 -3.447
H23 -2.696 -0.851 -4.581
H24 -2.134 -0.927 -2.920
H25 -4.752 1.912 0.093
H26 -3.172 1.262 -0.400
H27 -4.648 0.266 -0.463
C10 5.356 6.092 2.657
O17 4.588 4.898 2.741
P4 3.054 4.867 3.302
O18 2.259 5.922 2.570
O19 2.585 3.343 3.005
C11 2.741 2.582 1.816
O20 3.184 5.066 4.940
C12 1.938 5.174 5.697
H28 5.985 6.054 1.768
H29 6.027 6.175 3.512
H30 4.707 6.963 2.756
H31 3.637 1.987 1.990
H32 2.889 3.162 0.905
H33 2.003 1.780 1.788
H34 1.209 5.603 5.009
H35 1.992 5.751 6.620
H36 1.789 4.169 6.090
C13 1.928 -2.239 5.147
O21 0.417 -2.328 5.177
H37 2.442 -3.048 4.628
H38 2.218 -1.286 4.704
H39 2.102 -2.190 6.221
H40 0.243 -2.328 4.233

Atoms 1-3, force components in eV/Å:
1.539 -3.011 1.835
-0.033 -2.043 -2.295
-2.536 1.202 0.090

***

Entry 2:
The following is a quantum chemistry calculation of a cluster of 4 separate species, C30H17F13O15 in total in a non-equilibrium geometry, from the OMol25 dataset.

DFT total energy ... -97424.135 eV
Gap between HOMO and LUMO ... 8.04 eV
Structure (SMILES) ... O=C1C=C(CCC(F)(F)C(F)(F)C(F)(F)C(F)(F)C(F)(F)C(F)(F)F)C(=O)O1.O=C1C=C(O)C(=O)C=C1O.O=C1C=C(O)C(=O)C=C1O.O=C1C=C(O)C(=O)C=C1O
Multiplicity ... 1

Cartesian coordinates (Å):
O1 -4.565 -0.754 4.761
C1 -3.483 -0.975 5.101
C2 -2.305 -0.046 5.267
C3 -1.256 -0.754 5.655
C4 0.149 -0.313 5.965
C5 0.893 0.397 4.808
C6 0.794 -0.296 3.458
F1 0.989 -1.623 3.687
F2 -0.418 -0.226 2.886
C7 1.921 0.079 2.425
F3 1.630 -0.676 1.342
F4 3.090 -0.384 2.878
C8 2.036 1.583 2.106
F5 0.817 2.129 2.151
F6 2.666 2.133 3.181
C9 2.881 2.044 0.882
F7 2.550 3.322 0.630
F8 4.161 2.089 1.265
C10 2.836 1.283 -0.468
F9 3.567 2.047 -1.312
F10 3.501 0.136 -0.444
C11 1.430 1.145 -1.166
F11 1.050 -0.107 -1.288
F12 0.493 1.871 -0.593
F13 1.522 1.586 -2.418
C12 -1.719 -2.200 5.664
O2 -1.068 -3.160 5.808
O3 -3.063 -2.263 5.402
H1 -2.340 1.030 5.113
H2 0.094 0.379 6.822
H3 0.770 -1.154 6.305
H4 0.468 1.412 4.702
H5 1.942 0.554 5.101
O4 5.043 -7.843 3.749
C13 4.474 -6.799 4.013
C14 3.248 -6.739 4.801
C15 2.658 -5.563 5.045
O5 1.535 -5.471 5.762
C16 3.227 -4.278 4.522
O6 2.643 -3.238 4.759
C17 4.466 -4.336 3.754
C18 5.055 -5.512 3.514
O7 6.192 -5.606 2.816
H6 2.847 -7.673 5.169
H7 1.307 -4.520 5.790
H8 4.875 -3.401 3.397
H9 6.404 -6.560 2.785
O8 -2.769 0.484 -0.370
C19 -3.151 0.951 -1.427
C20 -2.680 2.228 -1.948
C21 -3.147 2.702 -3.110
O9 -2.733 3.868 -3.611
C22 -4.165 1.945 -3.909
O10 -4.574 2.423 -4.951
C23 -4.619 0.655 -3.400
C24 -4.148 0.183 -2.240
O11 -4.538 -0.994 -1.744
H10 -1.949 2.764 -1.360
H11 -3.213 3.996 -4.454
H12 -5.340 0.111 -3.994
H13 -4.054 -1.100 -0.901
O12 -0.412 2.110 -10.326
C25 -1.068 2.662 -9.462
C26 -2.447 2.300 -9.156
C27 -3.125 2.954 -8.204
O13 -4.386 2.642 -7.903
C28 -2.498 4.075 -7.428
O14 -3.157 4.656 -6.584
C29 -1.112 4.421 -7.718
C30 -0.436 3.763 -8.667
O15 0.835 4.050 -8.959
H14 -2.886 1.493 -9.724
H15 -4.654 3.251 -7.186
H16 -0.666 5.219 -7.140
H17 1.087 3.436 -9.677

Atoms 1-3, force components in eV/Å:
-2.874 0.728 -0.812
2.728 0.040 0.586
-0.315 0.120 0.223

***

Entry 3:
The following is a quantum chemistry calculation of a structure of composition C6H10, from the OMol25 dataset.

DFT total energy ... -6379.863 eV
Gap between HOMO and LUMO ... 9.26 eV
ΔE to the lowest compared entry with this formula, charge and spin ... 92.2 kcal per mole
Multiplicity ... 1

Cartesian coordinates (Å):
C1 -0.886 -0.786 1.474
C2 -0.540 0.382 0.565
C3 0.952 0.785 0.503
C4 1.002 0.464 -0.999
C5 1.125 -0.908 -1.381
C6 -0.566 0.045 -0.945
H1 -0.691 -0.537 2.523
H2 -1.944 -1.059 1.379
H3 -0.276 -1.658 1.209
H4 -1.188 1.238 0.780
H5 1.142 1.835 0.746
H6 1.618 0.148 1.092
H7 1.185 1.296 -1.688
H8 -0.813 -1.005 -1.157
H9 1.024 -0.925 -2.487
H10 -1.143 0.686 -1.614

Atoms 1-3, force components in eV/Å:
0.001 -0.036 0.025
-0.077 -0.007 0.090
0.098 0.050 0.097